1.
The following is a DFT calculation (ωB97M-V/def2-TZVPD) of C4H3I as an isolated structure at a distorted geometry.

Summary:
HOMO-LUMO gap: 0.343 hartree
Spin multiplicity: 1
HOMO level: -0.33882 hartree
Energy relative to the best compared isomer or geometry (same formula, charge and spin): 2.730 eV
E: -12291.7691 eV
LUMO level: 0.1 eV

Last column: natural (NBO) charge in e.
Element x y z (Å)
C (-0.68738, 1.21742, -0.24683)  -0.521
C (-1.53065, 0.32337, 0.16808)  0.145
C (0.37101, 0.18122, -0.31677)  -0.244
C (0.46192, -0.74648, 0.65285)  -0.308
I (1.38695, -2.70187, 0.41246)  0.143
H (-0.55542, 2.14413, -0.92093)  0.282
H (0.71310, 0.16086, -1.36825)  0.237
H (-0.15952, -0.57866, 1.61938)  0.266



2.
The following is a DFT calculation (ωB97M-V/def2-TZVPD) of C4H3I in the gas phase at a distorted geometry.

Summary:
HOMO-LUMO gap: 0.297 hartree
Spin multiplicity: 1
HOMO level: -0.32189 hartree
SMILES string: C=C=C=CI
Energy relative to the best compared isomer or geometry (same formula, charge and spin): 1.647 eV
E: -12292.8516 eV
LUMO level: -0.7 eV

Last column: natural (NBO) charge in e.
Element x y z (Å)
C (1.39137, 1.12661, -0.48966)  -0.349
C (0.93818, 0.05137, 0.02440)  -0.046
C (-0.18210, -0.50910, -0.04113)  0.049
C (-1.33056, -1.10820, 0.30180)  -0.418
I (-1.99262, -1.75168, 2.23547)  0.155
H (2.24970, 1.62661, -0.28587)  0.191
H (1.03307, 1.58566, -1.34521)  0.194
H (-2.10703, -1.02126, -0.39980)  0.223



3.
The following is a DFT calculation (ωB97M-V/def2-TZVPD) of C4H3IO in the gas phase at a distorted geometry.

Summary:
HOMO-LUMO gap: 0.353 hartree
Spin multiplicity: 1
HOMO level: -0.35841 hartree
SMILES string: CC(=O)C#CI
Energy relative to the best compared isomer or geometry (same formula, charge and spin): 0.098 eV
E: -14341.8497 eV
LUMO level: -0.1 eV

Last column: natural (NBO) charge in e.
Element x y z (Å)
C (0.08205, -0.06466, 0.21750)  -0.706
C (0.21595, 0.76560, 1.45107)  0.488
O (1.27318, 1.22545, 1.89347)  -0.495
C (-1.05345, 0.90781, 2.07830)  -0.147
C (-2.13308, 1.13253, 2.68513)  -0.207
I (-4.03424, 1.20884, 3.30706)  0.334
H (-0.95858, -0.00341, -0.21434)  0.237
H (0.41259, -1.05500, 0.53489)  0.252
H (0.85319, 0.26503, -0.61933)  0.245



4.
The following is a DFT calculation (ωB97M-V/def2-TZVPD) of C4H3KO6 as an isolated structure at a distorted geometry.

Summary:
HOMO-LUMO gap: 0.247 hartree
Spin multiplicity: 1
HOMO level: -0.28237 hartree
Energy relative to the best compared isomer or geometry (same formula, charge and spin): 1.442 eV
E: -32803.8487 eV
LUMO level: -1.0 eV

Last column: natural (NBO) charge in e.
Element x y z (Å)
O (3.32226, -1.22620, -1.29372)  -0.521
C (3.39430, 0.02000, -1.58652)  0.265
O (4.23990, 1.47058, -3.31494)  -0.524
C (4.54411, 2.55435, -2.57170)  0.960
C (4.38723, 0.22031, -2.67890)  -0.238
O (4.95661, 2.40255, -1.39516)  -0.825
O (4.42591, 3.66591, -3.13361)  -0.851
H (5.41535, 0.07320, -2.31172)  0.218
H (4.23625, -0.53910, -3.46450)  0.204
K (5.22518, 5.61034, -1.33143)  0.984
O (3.01068, -1.23745, 1.14640)  -0.674
C (2.59156, -1.55281, -0.04552)  0.996
O (1.89382, -2.50227, -0.30760)  -0.513
H (3.89941, -1.58515, 1.31353)  0.519



5.
The following is a DFT calculation (ωB97M-V/def2-TZVPD) of C4H3MgO6 as an isolated structure at a distorted geometry.

Summary:
HOMO-LUMO gap (spin up / spin down): 0.198 / 0.312 hartree
⟨S²⟩: 1.245
Spin multiplicity: 2
HOMO level (spin up / spin down): -0.24266 / -0.33248 hartree
E: -21922.7141 eV
LUMO level (spin up / spin down): -1.2 / -0.6 eV

Last column: Mulliken spin population.
Element x y z (Å)
O (-1.02984, -1.25002, 0.40131)  -0.268
C (0.06510, -1.16956, -0.23815)  -0.297
O (2.38652, -1.91102, -0.16430)  -0.013
C (3.01464, -0.77205, 0.02546)  0.023
C (1.09509, -2.05791, 0.43429)  -0.067
O (2.56472, 0.11891, 0.80645)  -0.049
O (4.11655, -0.59187, -0.57147)  -0.018
H (1.15672, -1.87724, 1.51819)  -0.002
H (0.81423, -3.10884, 0.26650)  0.009
Mg (4.19002, 1.25739, 0.30351)  1.055
O (-3.72577, -0.70939, 0.79592)  0.001
C (-2.85604, -0.50498, -0.17676)  0.466
O (-2.99502, 0.18075, -1.14638)  0.126
H (-4.56840, -0.27050, 0.59683)  0.035



6.
The following is a DFT calculation (ωB97M-V/def2-TZVPD) of C4H3N in the gas phase at a distorted geometry.

Summary:
HOMO-LUMO gap: 0.388 hartree
Spin multiplicity: 1
HOMO level: -0.37921 hartree
SMILES string: C#CCC#N
Energy relative to the best compared isomer or geometry (same formula, charge and spin): 2.323 eV
E: -5682.1844 eV
LUMO level: 0.2 eV

Last column: natural (NBO) charge in e.
Element x y z (Å)
C (1.91992, -0.68651, 0.06241)  -0.197
C (0.84391, 0.03240, -0.36843)  -0.032
C (-0.40584, 0.66985, 0.03689)  -0.580
C (-1.51211, -0.27273, -0.03405)  0.287
N (-2.45013, -0.84202, -0.05764)  -0.306
H (2.86750, -1.38799, 0.07800)  0.278
H (-0.91322, 1.31067, -0.68842)  0.276
H (-0.35002, 1.17633, 0.97124)  0.275



7.
The following is a DFT calculation (ωB97M-V/def2-TZVPD) of C4H3N as an isolated structure at a distorted geometry.

Summary:
HOMO-LUMO gap (spin up / spin down): 0.281 / 0.281 hartree
Spin multiplicity: 1
HOMO level (spin up / spin down): -0.30812 / -0.30811 hartree
Energy relative to the best compared isomer or geometry (same formula, charge and spin): 3.935 eV
E: -5680.5724 eV
LUMO level (spin up / spin down): -0.7 / -0.7 eV

Last column: natural (NBO) charge in e.
Element x y z (Å)
C (-1.48981, 0.03693, -0.00712)  -0.397
C (0.81441, -0.67298, 0.01472)  -0.178
C (-0.55599, -0.98409, 0.06757)  0.066
C (-0.50965, 0.97666, 0.05623)  0.181
N (0.80911, 0.64817, 0.04226)  -0.542
H (-2.52280, -0.00268, 0.05656)  0.240
H (1.75432, -1.19457, -0.04867)  0.210
H (1.70041, 1.19257, -0.18156)  0.421



8.
The following is a DFT calculation (ωB97M-V/def2-TZVPD) of a 2-piece molecular cluster, C4H3N2O3 overall at a distorted geometry.

Summary:
HOMO-LUMO gap (spin up / spin down): 0.264 / 0.264 hartree
Net charge: -1
Spin multiplicity: 1
HOMO level (spin up / spin down): -0.15349 / -0.15322 hartree
Energy relative to the best compared isomer or geometry (same formula, charge and spin): 6.759 eV
E: -13314.8416 eV
LUMO level (spin up / spin down): 3.0 / 3.0 eV

Last column: natural (NBO) charge in e.
Element x y z (Å)
C (1.82609, -0.14331, -0.05329)  0.387
C (0.69753, -0.98591, 0.18745)  0.551
C (0.29509, 1.24087, -0.06797)  0.773
C (-1.76158, -0.04828, 0.01566)  -0.422
N (1.59187, 1.04855, -0.36795)  -0.550
N (-0.35033, -0.05607, 0.15703)  -0.513
O (3.87274, -0.96738, 0.23291)  -0.737
O (0.54865, -2.16893, 0.30486)  -0.524
O (-0.32867, 2.27227, -0.01848)  -0.588
H (-2.18387, -0.81869, 0.67550)  0.209
H (-2.06548, 0.97193, -0.01938)  0.246
H (-2.14204, -0.34506, -1.04634)  0.166



Repeat the first record exactly.
The following is a DFT calculation (ωB97M-V/def2-TZVPD) of C4H3I as an isolated structure at a distorted geometry.

Summary:
HOMO-LUMO gap: 0.343 hartree
Spin multiplicity: 1
HOMO level: -0.33882 hartree
Energy relative to the best compared isomer or geometry (same formula, charge and spin): 2.730 eV
E: -12291.7691 eV
LUMO level: 0.1 eV

Last column: natural (NBO) charge in e.
Element x y z (Å)
C (-0.68738, 1.21742, -0.24683)  -0.521
C (-1.53065, 0.32337, 0.16808)  0.145
C (0.37101, 0.18122, -0.31677)  -0.244
C (0.46192, -0.74648, 0.65285)  -0.308
I (1.38695, -2.70187, 0.41246)  0.143
H (-0.55542, 2.14413, -0.92093)  0.282
H (0.71310, 0.16086, -1.36825)  0.237
H (-0.15952, -0.57866, 1.61938)  0.266



What did the second record say?
The following is a DFT calculation (ωB97M-V/def2-TZVPD) of C4H3I in the gas phase at a distorted geometry.

Summary:
HOMO-LUMO gap: 0.297 hartree
Spin multiplicity: 1
HOMO level: -0.32189 hartree
SMILES string: C=C=C=CI
Energy relative to the best compared isomer or geometry (same formula, charge and spin): 1.647 eV
E: -12292.8516 eV
LUMO level: -0.7 eV

Last column: natural (NBO) charge in e.
Element x y z (Å)
C (1.39137, 1.12661, -0.48966)  -0.349
C (0.93818, 0.05137, 0.02440)  -0.046
C (-0.18210, -0.50910, -0.04113)  0.049
C (-1.33056, -1.10820, 0.30180)  -0.418
I (-1.99262, -1.75168, 2.23547)  0.155
H (2.24970, 1.62661, -0.28587)  0.191
H (1.03307, 1.58566, -1.34521)  0.194
H (-2.10703, -1.02126, -0.39980)  0.223



> spin multiplicity of number 5 (C4H3MgO6)?

2